# 1
The following is a quantum chemistry calculation of a molecular structure, C39H55ClF3N4OZr, from the Open Molecules 2025 dataset.

Total charge   +3
Multiplicity   1
Orbital gap   0.07110 hartree
E_LUMO   -11.351 eV

CARTESIAN COORDINATES (ANGSTROEM)
Zr (2.140, 0.799, -0.548)
C (3.366, 2.830, -0.213)
C (4.260, 1.704, -0.233)
C (3.968, 0.908, 0.929)
C (2.841, 1.542, 1.578)
C (2.517, 2.753, 0.904)
C (1.488, 3.813, 1.266)
C (0.311, 3.781, 0.264)
C (2.153, 5.194, 1.180)
C (0.960, 3.590, 2.684)
C (4.784, -0.196, 1.625)
C (4.173, -0.516, 2.998)
C (4.867, -1.530, 0.844)
C (6.190, 0.373, 1.874)
C (5.099, 1.557, -1.508)
C (6.150, 2.674, -1.528)
C (5.804, 0.214, -1.734)
C (4.100, 1.732, -2.696)
H (3.428, 3.683, -0.870)
H (2.499, 1.297, 2.571)
H (0.644, 3.556, -0.755)
H (-0.172, 4.759, 0.239)
H (-0.445, 3.063, 0.574)
H (2.336, 5.490, 0.146)
H (3.098, 5.212, 1.724)
H (1.494, 5.941, 1.624)
H (0.546, 2.585, 2.811)
H (0.173, 4.311, 2.906)
H (1.756, 3.732, 3.416)
H (3.142, -0.868, 2.908)
H (4.204, 0.343, 3.668)
H (4.759, -1.310, 3.462)
H (4.156, -2.255, 1.245)
H (5.858, -1.969, 0.957)
H (4.681, -1.412, -0.217)
H (6.127, 1.303, 2.441)
H (6.725, 0.580, 0.950)
H (6.776, -0.341, 2.453)
H (6.882, 2.503, -0.737)
H (5.711, 3.657, -1.361)
H (6.675, 2.684, -2.484)
H (6.373, -0.118, -0.872)
H (6.509, 0.329, -2.557)
H (5.099, -0.572, -2.014)
H (3.914, 2.778, -2.932)
H (3.105, 1.241, -2.491)
H (4.511, 1.265, -3.590)
C (-6.577, 1.307, -1.276)
C (-5.087, 1.236, -0.889)
C (-4.778, 2.427, 0.028)
C (-4.283, 1.408, -2.193)
C (-4.784, -0.133, -0.148)
O (-4.738, -1.246, -1.027)
C (-5.898, -0.368, 0.903)
C (-5.807, -1.633, 1.785)
C (-5.879, -2.911, 1.019)
C (-4.816, -3.847, 1.052)
C (-4.917, -5.044, 0.406)
C (-6.107, -5.350, -0.298)
Cl (-6.259, -6.844, -1.058)
C (-7.178, -4.428, -0.349)
C (-7.059, -3.235, 0.299)
C (-3.444, -0.163, 0.635)
N (-2.168, 0.039, -0.068)
C (-1.062, 0.532, 0.487)
N (-0.077, 0.545, -0.412)
C (-0.671, -0.015, -1.524)
N (-1.917, -0.332, -1.331)
H (-6.740, 2.195, -1.884)
H (-7.231, 1.397, -0.411)
H (-6.892, 0.447, -1.876)
H (-5.061, 3.345, -0.487)
H (-3.714, 2.502, 0.264)
H (-5.343, 2.395, 0.960)
H (-4.826, 2.079, -2.858)
H (-4.137, 0.468, -2.717)
H (-3.310, 1.863, -2.013)
H (-5.501, -1.214, -1.619)
H (-6.837, -0.441, 0.357)
H (-5.970, 0.497, 1.560)
H (-6.695, -1.597, 2.427)
H (-4.942, -1.625, 2.447)
H (-3.928, -3.624, 1.628)
H (-4.113, -5.766, 0.442)
H (-8.085, -4.683, -0.881)
H (-7.892, -2.542, 0.292)
H (-3.384, -1.154, 1.086)
H (-3.497, 0.587, 1.421)
H (-0.989, 0.876, 1.506)
H (-0.174, -0.174, -2.468)
F (1.807, -6.035, -2.327)
C (1.797, -5.583, -1.077)
F (0.668, -5.991, -0.480)
F (2.832, -6.102, -0.416)
C (1.885, -4.070, -1.043)
C (1.452, -3.379, 0.084)
C (1.572, -2.011, 0.101)
N (2.092, -1.301, -0.928)
C (2.512, -1.991, -2.008)
C (2.429, -3.363, -2.104)
H (1.037, -3.908, 0.930)
H (1.249, -1.440, 0.965)
H (2.936, -1.413, -2.821)
H (2.768, -3.878, -2.993)

Cartesian forces (eV/Å) of the 6 atoms listed first:
-1.64 0.51 -0.81
0.26 -0.16 0.51
0.47 0.43 0.32
0.45 0.07 0.16
0.46 0.66 -0.13
-0.17 0.51 0.38

***

# 2
The following is a quantum chemistry calculation of a molecular structure, C42H25F9MnN4O8PS, from the Open Molecules 2025 dataset.

⟨S²⟩   6.083
Total charge   -2
Multiplicity   5
Orbital gap (spin up / spin down)   0.20099 / 0.20594 hartree
E_LUMO (spin up / spin down)   3.725 / 3.727 eV

CARTESIAN COORDINATES (ANGSTROEM)
Mn (1.878, 1.275, 0.057)
S (1.804, 2.818, 4.266)
C (2.490, 1.236, 4.353)
C (2.634, 0.657, 3.102)
C (2.224, 1.506, 2.082)
C (1.763, 2.720, 2.525)
C (1.191, 3.644, 1.540)
C (0.710, 4.882, 1.896)
C (-0.105, 5.494, 0.847)
C (-0.138, 5.042, -0.420)
C (0.619, 3.863, -0.789)
N (1.054, 3.045, 0.325)
H (2.814, 0.882, 5.277)
H (3.023, -0.311, 2.911)
H (0.815, 5.262, 2.907)
H (-0.755, 6.318, 1.208)
H (-0.693, 5.524, -1.224)
H (1.502, 4.142, -1.444)
O (5.730, 1.739, -1.347)
C (4.632, 1.220, -1.078)
O (3.523, 1.862, -1.057)
C (4.661, -0.336, -0.888)
C (5.776, -0.954, -1.337)
C (5.904, -2.349, -1.177)
C (4.912, -3.043, -0.523)
C (3.746, -2.451, -0.081)
C (3.523, -1.071, -0.276)
O (2.523, -0.503, 0.240)
N (2.825, -3.297, 0.633)
O (1.898, -2.861, 1.296)
O (3.034, -4.540, 0.527)
N (7.040, -3.104, -1.608)
O (7.119, -4.329, -1.540)
O (7.937, -2.483, -2.144)
H (6.575, -0.372, -1.835)
H (4.921, -4.151, -0.366)
F (-3.247, -5.138, 5.852)
C (-3.617, -5.183, 4.527)
F (-4.938, -5.148, 4.529)
F (-3.290, -6.468, 4.147)
C (-2.960, -4.152, 3.705)
C (-3.330, -4.104, 2.349)
C (-2.669, -3.273, 1.498)
C (-1.613, -2.415, 1.963)
C (-1.268, -2.502, 3.323)
C (-2.025, -3.300, 4.217)
P (-0.743, -1.108, 0.975)
C (-1.065, -1.647, -0.772)
C (-1.658, -0.752, -1.687)
C (-1.924, -1.214, -2.945)
C (-1.417, -2.408, -3.388)
C (-0.772, -3.293, -2.571)
C (-0.578, -2.868, -1.287)
C (-1.723, -2.855, -4.773)
F (-2.791, -3.677, -4.779)
F (-1.934, -1.850, -5.672)
F (-0.747, -3.615, -5.341)
C (-2.109, 0.145, 1.137)
C (-1.607, 1.461, 1.362)
C (-2.450, 2.558, 1.324)
C (-3.792, 2.364, 1.070)
C (-4.294, 1.107, 0.841)
C (-3.489, 0.020, 0.918)
C (-4.706, 3.539, 1.036)
F (-5.520, 3.669, 2.106)
F (-5.530, 3.407, -0.037)
F (-4.149, 4.726, 0.947)
H (-4.085, -4.760, 1.955)
H (-2.940, -3.176, 0.417)
H (-0.458, -1.897, 3.739)
H (-1.742, -3.336, 5.294)
H (-1.945, 0.214, -1.378)
H (-2.464, -0.646, -3.713)
H (-0.393, -4.283, -2.942)
H (-0.074, -3.552, -0.586)
H (-0.557, 1.642, 1.430)
H (-2.019, 3.501, 1.479)
H (-5.346, 0.990, 0.673)
H (-3.864, -0.946, 0.631)
O (0.834, 0.839, -1.553)
N (0.382, 1.879, -2.379)
C (0.794, 1.916, -3.646)
C (0.383, 2.806, -4.570)
C (-0.601, 3.753, -4.081)
C (-1.016, 3.749, -2.782)
C (-0.314, 2.974, -1.718)
H (1.448, 1.146, -3.925)
H (0.707, 2.781, -5.610)
H (-1.145, 4.416, -4.772)
H (-1.782, 4.433, -2.447)
H (-0.959, 2.552, -0.952)

Cartesian forces (eV/Å) of the 6 atoms listed first:
0.04 0.94 0.04
0.21 -0.17 -0.58
-0.27 0.29 -1.87
-0.01 0.68 1.74
-0.80 0.81 -1.54
0.23 -0.48 -0.01

***

# 3
The following is a quantum chemistry calculation of 2 unconnected molecules or ions with the total composition C3H8S, from the Open Molecules 2025 dataset.

Multiplicity   1
Orbital gap   0.23806 hartree
E_LUMO   -3.086 eV

CARTESIAN COORDINATES (ANGSTROEM)
C (1.310, 0.788, 1.040)
C (1.532, -0.378, 0.023)
C (0.760, -0.378, -1.303)
S (-1.922, -0.018, 0.127)
H (0.766, 0.391, 1.881)
H (2.188, 1.341, 1.451)
H (0.715, 1.563, 0.665)
H (1.170, -1.294, 0.526)
H (2.587, -0.681, -0.216)
H (-0.369, -0.101, -1.153)
H (0.809, -1.386, -1.669)
H (1.265, 0.260, -2.064)

Cartesian forces (eV/Å) of the 6 atoms listed first:
1.53 -0.67 0.21
0.09 -1.02 0.59
0.57 0.82 0.66
0.64 -0.09 -0.54
-0.11 -0.08 0.35
-0.17 -0.89 -0.50

***

# 4
The following is a quantum chemistry calculation of a molecular structure, C48H107Ag2N7O18, from the Open Molecules 2025 dataset.

⟨S²⟩   2.033
Total charge   +2
Multiplicity   3
Orbital gap (spin up / spin down)   0.19117 / 0.05552 hartree
E_LUMO (spin up / spin down)   -4.711 / -8.402 eV

CARTESIAN COORDINATES (ANGSTROEM)
Ag (4.895, -1.462, 4.053)
Ag (-4.612, 0.954, -0.725)
C (0.213, 1.384, 2.253)
C (1.308, 0.600, 2.294)
C (1.667, -0.277, 1.077)
O (2.744, -0.969, 1.056)
C (0.870, -0.380, -0.083)
C (-0.351, 0.378, -0.189)
C (-0.673, 1.309, 1.059)
O (-1.778, 1.842, 0.922)
O (-1.235, 0.127, -1.009)
O (2.075, 0.692, 3.333)
H (-0.091, 1.894, 3.155)
H (1.219, -0.923, -0.949)
C (8.891, 3.671, -0.806)
O (8.339, 2.811, 0.096)
C (8.014, 3.448, 1.358)
C (7.265, 2.451, 2.252)
N (8.070, 1.359, 2.852)
C (8.955, 1.932, 3.864)
C (10.402, 1.404, 3.921)
O (11.240, 1.721, 2.737)
C (11.738, 3.065, 2.801)
H (8.783, 3.175, -1.770)
H (9.954, 3.819, -0.613)
H (8.429, 4.652, -0.922)
H (7.288, 4.180, 1.004)
H (8.772, 3.985, 1.928)
H (6.421, 2.060, 1.685)
H (6.750, 2.949, 3.073)
H (8.770, 1.271, 2.129)
H (8.560, 1.635, 4.835)
H (8.907, 3.012, 3.722)
H (10.283, 0.322, 3.871)
H (10.862, 1.707, 4.862)
H (11.105, 3.789, 3.314)
H (11.876, 3.255, 1.737)
H (12.596, 3.148, 3.469)
C (-8.691, 4.665, 3.315)
O (-8.131, 3.722, 2.363)
C (-8.216, 2.435, 2.983)
C (-7.614, 1.442, 1.988)
N (-6.177, 1.469, 1.976)
C (-5.587, 0.605, 3.057)
C (-5.359, -0.799, 2.614)
O (-4.648, -0.812, 1.373)
C (-4.144, -2.110, 1.005)
H (-9.779, 4.717, 3.276)
H (-8.466, 5.674, 2.968)
H (-8.333, 4.492, 4.330)
H (-9.273, 2.175, 3.040)
H (-7.727, 2.318, 3.950)
H (-7.963, 1.608, 0.968)
H (-7.970, 0.446, 2.251)
H (-5.936, 2.427, 2.189)
H (-6.234, 0.578, 3.933)
H (-4.657, 1.001, 3.465)
H (-6.358, -1.235, 2.619)
H (-4.712, -1.307, 3.329)
H (-5.062, -2.671, 0.832)
H (-3.503, -2.489, 1.801)
H (-3.644, -2.090, 0.037)
C (1.361, -5.873, 7.251)
O (0.684, -4.969, 6.434)
C (0.855, -5.037, 5.014)
C (1.699, -3.897, 4.588)
N (3.137, -4.132, 4.749)
C (3.659, -5.232, 3.823)
C (5.176, -5.445, 3.857)
O (5.681, -4.185, 3.434)
C (7.107, -4.276, 3.462)
H (0.945, -5.622, 8.227)
H (2.429, -5.664, 7.198)
H (1.237, -6.899, 6.906)
H (-0.097, -4.835, 4.524)
H (1.165, -5.968, 4.540)
H (1.431, -3.006, 5.156)
H (1.418, -3.725, 3.549)
H (3.014, -4.477, 5.690)
H (3.470, -5.041, 2.766)
H (3.222, -6.219, 3.974)
H (5.560, -6.226, 3.200)
H (5.582, -5.669, 4.844)
H (7.443, -4.605, 4.446)
H (7.716, -3.381, 3.334)
H (7.473, -4.940, 2.679)
C (3.301, -5.897, -2.537)
O (2.274, -6.724, -3.208)
C (0.983, -6.731, -2.610)
C (0.167, -7.640, -3.541)
N (0.668, -8.965, -3.492)
C (-0.289, -9.871, -4.082)
C (0.416, -11.117, -4.606)
O (1.123, -10.855, -5.884)
C (0.319, -10.685, -7.051)
H (2.957, -4.864, -2.586)
H (4.169, -5.953, -3.193)
H (3.681, -6.181, -1.556)
H (0.566, -5.727, -2.685)
H (1.014, -7.170, -1.613)
H (0.049, -7.166, -4.515)
H (-0.761, -7.718, -2.976)
H (1.489, -8.904, -4.077)
H (-0.856, -9.342, -4.848)
H (-1.006, -10.201, -3.330)
H (-0.351, -11.890, -4.651)
H (1.158, -11.519, -3.915)
H (-0.430, -11.467, -7.177)
H (0.787, -10.611, -8.032)
H (-0.301, -9.802, -6.902)
C (-4.904, 1.415, -4.985)
O (-4.549, 2.176, -3.777)
C (-4.445, 3.564, -4.147)
C (-4.318, 4.315, -2.930)
N (-5.473, 4.125, -1.959)
C (-6.705, 4.782, -2.459)
C (-6.795, 6.289, -2.284)
O (-6.266, 6.875, -3.442)
C (-5.985, 8.195, -3.153)
H (-5.824, 1.807, -5.420)
H (-4.979, 0.411, -4.566)
H (-4.125, 1.602, -5.724)
H (-5.345, 4.017, -4.563)
H (-3.612, 3.813, -4.804)
H (-4.195, 5.393, -3.040)
H (-3.383, 4.088, -2.417)
H (-5.131, 4.681, -1.188)
H (-7.491, 4.397, -1.809)
H (-6.978, 4.569, -3.493)
H (-6.244, 6.542, -1.378)
H (-7.790, 6.580, -1.947)
H (-4.935, 8.389, -2.933)
H (-6.666, 8.868, -2.631)
H (-6.075, 8.555, -4.178)
C (0.587, -2.984, -6.911)
O (0.530, -3.804, -8.073)
C (-0.182, -3.072, -9.064)
C (-0.226, -3.999, -10.375)
N (1.152, -4.414, -10.703)
C (1.311, -5.538, -11.614)
C (0.982, -6.962, -11.014)
O (-0.472, -7.146, -10.827)
C (-1.078, -7.642, -12.014)
H (0.732, -3.614, -6.033)
H (-0.438, -2.680, -6.697)
H (1.287, -2.151, -6.964)
H (0.339, -2.116, -9.124)
H (-1.219, -2.889, -8.782)
H (-0.696, -3.426, -11.174)
H (-0.794, -4.909, -10.181)
H (1.671, -4.437, -9.837)
H (2.384, -5.426, -11.772)
H (0.662, -5.237, -12.437)
H (1.441, -7.143, -10.042)
H (1.423, -7.746, -11.630)
H (-1.988, -8.117, -11.648)
H (-0.499, -8.441, -12.477)
H (-1.364, -6.836, -12.689)
C (0.603, 11.931, 9.860)
O (-0.380, 11.488, 8.942)
C (-1.737, 11.373, 9.321)
C (-2.363, 10.321, 8.502)
N (-2.302, 10.707, 7.046)
C (-3.381, 10.019, 6.290)
C (-3.159, 8.494, 6.121)
O (-2.097, 8.204, 5.185)
C (-2.172, 6.798, 4.889)
H (0.463, 12.893, 10.353)
H (1.646, 11.875, 9.546)
H (0.374, 11.350, 10.753)
H (-2.130, 12.384, 9.219)
H (-1.768, 11.007, 10.347)
H (-3.316, 10.077, 8.972)
H (-1.694, 9.468, 8.613)
H (-1.390, 10.907, 6.662)
H (-3.393, 10.514, 5.319)
H (-4.419, 10.191, 6.573)
H (-4.102, 8.112, 5.730)
H (-2.879, 8.010, 7.056)
H (-2.163, 6.024, 5.656)
H (-1.359, 6.697, 4.170)
H (-3.039, 6.506, 4.297)

Cartesian forces (eV/Å) of the 6 atoms listed first:
-0.68 -0.58 -0.37
0.15 0.41 0.77
-3.25 0.10 -2.80
3.51 -0.18 2.49
3.46 -1.94 0.42
-2.09 1.57 0.79